(1)
Molecular formula: C52H60ClGeNO6PS2Sc
Method: DFT, wB97M-V/def2-TZVPD

Charge ... -2
Lowest unoccupied orbital energy ... 3.718 eV
HOMO ... -0.033 Eh
E ... -189373.398 eV
Orbital gap ... 4.6063 eV

CARTESIAN COORDINATES (ANGSTROEM)
Sc  -1.09903  1.22441  0.19936
O  -0.08399  1.65272  -1.81184
S  -0.08149  3.07393  -2.32071
C  1.66519  3.50270  -2.61687
C  2.58723  3.04624  -1.48171
C  3.62899  2.06414  -2.00013
C  2.95369  0.75931  -2.40439
S  2.80549  -0.36811  -0.97959
O  2.70679  0.49417  0.21714
C  4.52221  -0.93466  -0.98749
C  5.04063  -1.70738  -2.01908
C  6.34924  -2.15742  -1.94442
C  7.12916  -1.84713  -0.83504
C  6.59518  -1.09118  0.19816
C  5.28508  -0.63428  0.12697
C  -0.54143  2.95098  -4.04312
C  -1.08438  4.06833  -4.65671
C  -1.42354  4.00117  -6.00157
C  -1.23432  2.82038  -6.70607
C  -0.71064  1.70060  -6.07046
C  -0.36052  1.76095  -4.73133
H  1.64770  4.58986  -2.72168
H  1.95227  3.07686  -3.57955
H  2.02539  2.56523  -0.67972
H  3.07375  3.91759  -1.04148
H  4.38075  1.87548  -1.22964
H  4.15876  2.49101  -2.85957
H  3.47832  0.21093  -3.18919
H  1.92411  0.92349  -2.72864
H  4.42402  -1.96407  -2.87392
H  6.75978  -2.75775  -2.74718
H  8.14999  -2.20470  -0.77580
H  7.19349  -0.85629  1.07002
H  4.83619  -0.04811  0.92043
H  -1.25831  4.96862  -4.07915
H  -1.85607  4.86433  -6.49144
H  -1.51697  2.76468  -7.75006
H  -0.59478  0.77033  -6.61193
H  0.00492  0.88841  -4.20245
O  1.34143  4.20055  1.88477
C  0.55563  3.54153  1.21971
O  0.61302  2.27081  1.01315
C  -0.64274  4.18718  0.45002
O  -0.58439  5.35328  0.08446
O  -1.56602  3.33218  0.17143
Cl  -1.58006  1.85709  3.13252
C  -0.88228  1.06184  4.50939
C  -1.29790  1.51685  5.75910
C  -0.79395  0.92585  6.90072
C  0.12392  -0.11472  6.79307
C  0.52240  -0.54733  5.54273
C  0.02640  0.02414  4.36691
P  0.56108  -0.52398  2.66294
C  0.27275  -2.31963  2.89355
C  1.03494  -3.25601  2.19638
C  0.74298  -4.60896  2.27571
C  -0.34677  -5.04914  3.01726
C  -1.13957  -4.12404  3.67713
C  -0.82759  -2.77079  3.61848
C  2.35829  -0.32471  3.03771
C  2.86405  0.96938  2.89437
C  4.17001  1.25616  3.26326
C  5.00006  0.25558  3.75452
C  4.51093  -1.03685  3.87892
C  3.19539  -1.32205  3.53000
H  -2.01026  2.32887  5.81313
H  -1.11416  1.27790  7.87386
H  0.52783  -0.58259  7.68279
H  1.24086  -1.35444  5.46104
H  1.84373  -2.91314  1.56614
H  1.34735  -5.31982  1.72510
H  -0.58804  -6.10484  3.05876
H  -2.01111  -4.44836  4.23331
H  -1.46461  -2.06162  4.13291
H  2.23345  1.75035  2.48408
H  4.53555  2.27027  3.15245
H  6.02383  0.48068  4.03369
H  5.14824  -1.82885  4.25631
H  2.82511  -2.33255  3.65176
C  -2.81086  0.37547  -3.36013
C  -3.90985  -0.46698  -2.71951
C  -3.35939  -1.78922  -2.19196
C  -4.74868  0.24944  -1.67318
C  -6.08836  0.39781  -2.00435
C  -7.04012  0.89188  -1.12277
C  -6.60096  1.18099  0.16056
C  -5.27412  1.06178  0.54812
C  -4.97037  1.38860  1.99762
C  -4.23270  0.24377  2.69807
C  -4.32348  2.76959  2.12613
C  -4.23953  0.68027  -0.38503
N  -2.93401  0.71165  -0.07229
H  -2.37984  -0.15395  -4.21843
H  -2.01752  0.57794  -2.64819
H  -3.21068  1.32981  -3.71573
H  -4.61224  -0.71471  -3.52575
H  -2.63293  -1.60527  -1.40191
H  -2.86491  -2.35052  -2.99241
H  -4.16790  -2.40463  -1.78797
H  -6.40057  0.08812  -2.99960
H  -8.07893  1.00586  -1.41006
H  -7.31866  1.51771  0.90570
H  -5.94387  1.46617  2.49843
H  -3.32957  -0.03183  2.15214
H  -4.88548  -0.63269  2.73142
H  -3.96371  0.51127  3.72568
H  -3.44811  2.86843  1.48753
H  -4.04517  2.99377  3.16122
H  -5.04109  3.52523  1.79567
C  2.01501  -3.92574  -1.29366
Ge  0.25672  -2.97894  -1.47215
C  0.32416  -2.57738  -3.42679
C  -0.99512  -4.49158  -1.19845
C  -0.10580  -1.54985  -0.27583
H  2.01626  -4.79502  -1.95962
H  2.18171  -4.28076  -0.27634
H  2.85613  -3.28692  -1.57085
H  0.40907  -3.50300  -4.00417
H  1.20874  -1.96673  -3.63699
H  -0.55792  -2.02869  -3.76007
H  -0.69911  -5.36711  -1.78433
H  -2.01308  -4.21302  -1.46710
H  -0.98672  -4.76353  -0.14060
H  -1.10293  -1.71631  0.14927
H  -0.13616  -0.61308  -0.85506

---

(2)
Molecular formula: C2H2CoF3O3S
Method: DFT, wB97M-V/def2-TZVPD

Charge ... +2
<S²> ... 6.01
Lowest unoccupied orbital energy (spin up / spin down) ... -9.682 / -14.515 eV
HOMO (spin up / spin down) ... -0.772 / -0.779 Eh
E ... -64839.847 eV
Orbital gap (spin up / spin down) ... 11.3260 / 6.6744 eV
Multiplicity ... 5

CARTESIAN COORDINATES (ANGSTROEM)
S  -0.13352  0.86178  0.28387
O  0.05925  -0.19830  1.39311
O  0.34855  0.10120  -0.97599
C  -2.00313  0.81555  0.05511
F  -2.57224  1.23052  1.17695
F  -2.33154  1.63445  -0.93240
F  -2.42011  -0.40469  -0.22488
C  2.96552  -0.94279  -1.38473
O  2.50032  -1.60551  -0.45370
Co  0.74514  -1.54381  0.19656
H  2.42575  -0.87561  -2.34567
H  4.00411  -0.57995  -1.34426

---

(3)
Molecular formula: C14H22N4O5
Method: DFT, wB97M-V/def2-TZVPD

Charge ... 0
SMILES ... CNC(=O)[C@@H](NC(C)=O)C(C)C.CC1=NC(=O)N=C(C(=O)O)C1
Lowest unoccupied orbital energy ... -1.660 eV
HOMO ... -0.331 Eh
E ... -31073.576 eV
Orbital gap ... 7.3375 eV

CARTESIAN COORDINATES (ANGSTROEM)
O  1.41030  -1.45669  0.10787
O  3.94490  -5.01541  -3.54785
O  -1.75574  0.92745  4.74305
O  0.43941  3.45076  1.17496
N  2.51044  -2.99409  -1.07813
N  0.25987  -2.25840  -1.60937
O  4.62646  -4.90263  -1.39054
C  1.40123  -2.21749  -0.84638
C  3.77169  -4.60556  -2.40720
C  -1.38344  1.58741  3.78564
C  0.24686  2.23727  1.16540
C  2.56187  -3.75800  -2.14298
C  0.24470  -3.00331  -2.67216
N  1.25770  1.36221  1.14060
N  -1.50099  1.07532  2.55830
C  -0.80249  2.96635  4.02095
C  -1.01787  -3.05610  -3.47672
C  1.42493  -3.78828  -3.12935
C  2.66774  1.74317  1.13388
C  -2.06826  2.95179  -0.75837
C  -3.68379  2.07015  0.88949
C  -2.26413  2.63756  0.73210
C  -1.17521  1.65643  1.23585
H  5.33293  -5.44037  -1.77974
H  1.03958  0.37374  1.10776
H  -1.90162  0.15051  2.55527
H  -1.26189  3.69236  3.35543
H  0.27198  2.93652  3.85206
H  -0.99482  3.25666  5.05205
H  -1.45020  -4.05903  -3.42830
H  -0.81030  -2.81410  -4.52233
H  -1.75112  -2.34104  -3.09135
H  1.77328  -3.38847  -4.08501
H  1.12725  -4.82632  -3.29591
H  2.89098  2.34161  2.01938
H  3.29471  0.85024  1.13263
H  2.88296  2.33828  0.24482
H  -1.10702  3.44006  -0.91806
H  -2.10969  2.03531  -1.34713
H  -2.84946  3.63245  -1.09703
H  -3.91819  1.93005  1.94493
H  -3.76955  1.11653  0.36840
H  -4.40883  2.77212  0.47636
H  -2.21425  3.57020  1.29297
H  -1.18292  0.82280  0.53378

---

(4)
Molecular formula: C41H46ClN2O6PdS2Si2
Method: DFT, wB97M-V/def2-TZVPD

Charge ... -1
Lowest unoccupied orbital energy (spin up / spin down) ... -0.281 / -0.238 eV
HOMO (spin up / spin down) ... -0.192 / -0.192 Eh
E ... -111957.536 eV
Orbital gap (spin up / spin down) ... 4.9343 / 4.9822 eV

CARTESIAN COORDINATES (ANGSTROEM)
Pd  -0.46494  0.91043  0.30809
N  -3.03031  0.74270  1.17614
C  -3.83770  -0.32033  0.70781
C  -4.66431  -1.03074  1.57749
C  -5.43420  -2.08780  1.10773
C  -5.36454  -2.44135  -0.22543
C  -4.56318  -1.73836  -1.10891
C  -3.78586  -0.69122  -0.64065
S  -6.47722  -3.71772  -0.86700
O  -6.75996  -4.58820  0.26507
O  -5.77336  -4.35686  -1.96728
O  -7.60920  -2.89998  -1.29088
H  -3.02213  1.52826  0.53686
H  -3.29267  1.02949  2.10869
H  -4.71798  -0.74714  2.62404
H  -6.08159  -2.65169  1.76523
H  -4.55304  -2.02897  -2.15067
H  -3.13604  -0.15072  -1.31253
C  2.49443  2.72584  1.54002
Si  0.84208  2.68720  2.46418
C  -0.42744  3.93918  1.79507
C  1.14810  3.35394  4.23527
C  0.12715  0.95050  2.48252
Si  1.11074  -0.48049  3.18489
C  -0.01334  -1.88100  3.82815
C  2.39816  -1.33445  2.08400
C  2.12532  0.07380  4.70584
H  3.15101  3.49990  1.94133
H  2.34083  2.94266  0.48498
H  3.01640  1.76931  1.61672
H  0.07355  4.66615  1.15320
H  -0.91982  4.48643  2.60000
H  -1.19996  3.46364  1.19465
H  1.04013  4.43974  4.24946
H  2.15035  3.11118  4.59072
H  0.43483  2.93969  4.95041
H  -0.90265  0.93769  2.84982
H  -0.07633  -2.68313  3.09322
H  -1.02915  -1.54025  4.03842
H  0.38845  -2.31087  4.74708
H  1.94261  -1.79893  1.21254
H  2.89636  -2.11984  2.65635
H  3.16739  -0.63946  1.74103
H  1.58865  0.79494  5.32272
H  3.06660  0.53437  4.39897
H  2.36601  -0.78570  5.33369
O  2.06481  3.91574  -1.60481
C  0.87501  3.66658  -1.74213
N  0.16161  2.75409  -1.03627
S  -1.30522  2.54260  -1.65939
O  -1.37318  1.24461  -2.29860
O  -2.36800  2.79774  -0.70591
C  -1.25827  3.88361  -2.83185
C  -2.21445  4.47072  -3.63283
C  -1.83479  5.56541  -4.39995
C  -0.52646  6.04171  -4.36376
C  0.41941  5.45492  -3.53618
C  0.03113  4.37899  -2.75657
H  -3.22794  4.09291  -3.65293
H  -2.56852  6.05508  -5.02598
H  -0.25476  6.88673  -4.98304
H  1.43508  5.82119  -3.47272
Cl  8.30328  0.35184  -2.09901
C  6.58661  0.35512  -1.80881
C  5.84535  1.48411  -2.10806
C  4.47506  1.46609  -1.89529
C  3.83965  0.33370  -1.39234
C  2.34872  0.36686  -1.17481
C  4.61394  -0.77972  -1.07465
C  5.98360  -0.77517  -1.28288
H  6.33298  2.36490  -2.50195
H  3.89312  2.35367  -2.10892
H  2.01476  1.36623  -1.41977
H  2.13004  0.19490  -0.11846
H  4.13802  -1.66288  -0.66565
H  6.58356  -1.63928  -1.03262
C  -2.70001  -5.82266  0.28743
C  -2.09481  -5.24782  -0.82250
C  -1.51237  -4.00060  -0.72947
C  -1.48158  -3.30585  0.48658
C  -2.07336  -3.91533  1.60096
C  -2.68099  -5.15104  1.50074
C  -0.97171  -1.95186  0.62573
C  -0.13390  -1.21963  -0.16100
C  0.81702  -1.66557  -1.08627
C  1.25906  -3.00800  -1.09298
C  2.15646  -3.47150  -2.01188
C  2.65182  -2.61915  -3.04449
C  2.33334  -1.31654  -3.06128
C  1.49435  -0.67721  -2.00830
H  -3.20018  -6.77556  0.20100
H  -2.10406  -5.75953  -1.77252
H  -1.11451  -3.52600  -1.61619
H  -2.05908  -3.40215  2.55412
H  -3.15737  -5.58036  2.37231
H  -1.37480  -1.45343  1.50348
H  0.86894  -3.68726  -0.34767
H  2.48001  -4.50279  -1.96757
H  3.29091  -3.03665  -3.81216
H  2.73111  -0.66141  -3.82642
H  0.69933  -0.09696  -2.49458

---

(5)
Molecular formula: C4H6N2O
Method: DFT, wB97M-V/def2-TZVPD

Charge ... 0
Lowest unoccupied orbital energy (spin up / spin down) ... 0.149 / 0.149 eV
HOMO (spin up / spin down) ... -0.292 / -0.292 Eh
E ... -9267.350 eV
Orbital gap (spin up / spin down) ... 8.0890 / 8.0883 eV

CARTESIAN COORDINATES (ANGSTROEM)
C  -0.38485  1.27960  -0.27032
C  1.30045  -0.40953  0.05036
C  -2.42613  0.02846  0.47524
C  2.76919  -0.38026  0.28366
N  -1.39923  0.54904  -0.06746
N  -3.36645  -0.67451  -0.18289
O  0.88690  0.85408  -0.18185
H  -0.32913  2.32210  -0.32411
H  3.39810  -0.60447  -0.63496
H  3.28529  0.49776  0.61230
H  3.16024  -1.14551  0.83723
H  -3.11750  -1.03637  -1.07196
H  -3.77689  -1.28039  0.47477